(1)
{
  "formula": "C7H4FIN2S",
  "method": "ωB97M-V/def2-TZVPD",
  "species": ["C", "C", "C", "C", "C", "C", "C", "N", "N", "F", "S", "I", "H", "H", "H", "H"],
  "coordinates": [[-0.165, 0.288, 1.543], [-0.306, -2.189, 1.688], [0.076, 0.173, 0.151], [-0.189, -0.929, 2.257], [-0.202, -1.173, -0.357], [0.422, 1.440, -0.468], [0.623, 1.796, -1.702], [-0.486, -2.224, 0.363], [1.196, 2.232, -2.645], [-0.211, -0.850, 3.579], [-0.437, -1.509, -2.041], [0.559, 2.963, -4.370], [-0.227, 1.128, 2.259], [-0.424, -3.149, 2.073], [0.593, 2.268, 0.148], [-0.825, -0.264, -2.476]],
  "forces_ev_per_angstrom": [[0.8, -2.4, 0.6], [-0.4, 2.1, -1.8], [-1.1, -0.5, 1.8], [-0.5, -0.3, -0.5], [-0.3, 2.4, -0.1], [-0.9, -1.6, -0.2], [0.1, -0.4, 0.2], [1.0, -0.2, 0.2], [1.4, 0.0, -1.3], [0.0, 0.2, 1.2], [-0.1, 0.7, -1.5], [-0.6, 0.4, -0.7], [0.3, 0.1, -1.2], [0.0, -1.0, 1.7], [-0.1, 1.0, 1.3], [0.3, -0.6, 0.4]],
  "smiles": "Fc1cnc(S)c(C=C=NI)c1",
  "homo_energy_ev": -8.120,
  "max_force_ev_per_a": 2.8,
  "e_above_lowest_kcal_mol": 31.37
}

---

(2)
{
  "formula": "C8H5O2P",
  "method": "ωB97M-V/def2-TZVPD",
  "species": ["C", "C", "C", "C", "C", "C", "C", "C", "O", "O", "P", "H", "H", "H", "H", "H"],
  "coordinates": [[1.153, 0.430, 1.147], [1.393, 1.128, 0.050], [-1.227, 0.555, 1.002], [-1.054, 1.185, -0.212], [-0.110, -0.272, 1.441], [0.294, 1.191, -0.879], [-0.393, -1.841, 0.830], [0.202, 0.298, -1.889], [-1.124, -2.647, 1.336], [-0.032, -0.021, -2.967], [0.645, -1.605, -0.699], [2.023, 0.098, 1.790], [2.275, 1.738, 0.016], [-2.259, 0.585, 1.325], [-1.795, 1.706, -0.673], [0.009, -2.530, -1.620]],
  "forces_ev_per_angstrom": [[0.5, -3.2, 2.8], [-0.7, 1.8, -0.3], [0.4, 0.3, -1.3], [3.6, -0.6, 1.7], [-0.8, -0.2, -2.5], [-1.4, 1.5, 2.7], [0.4, 0.9, 1.7], [0.5, -1.3, -0.3], [0.8, 0.8, -1.1], [-0.5, -0.2, -2.0], [0.1, -1.5, 0.3], [-1.0, 0.8, -0.6], [0.6, -0.4, -0.8], [0.1, -0.6, 0.6], [-2.3, 1.0, -1.5], [-0.3, 0.6, 0.6]],
  "homo_energy_ev": [-8.343, -8.406],
  "max_force_ev_per_a": 4.3,
  "e_above_lowest_kcal_mol": 20.19
}

---

(3)
{
  "formula": "C14H13Cl2N4OsS2Te",
  "method": "ωB97M-V/def2-TZVPD",
  "species": ["Os", "C", "C", "N", "N", "C", "N", "S", "C", "C", "C", "C", "C", "N", "H", "H", "H", "H", "H", "H", "H", "H", "H", "H", "Cl", "C", "C", "C", "C", "C", "Cl", "C", "S", "H", "H", "H", "Te"],
  "coordinates": [[0.018, -0.736, -0.517], [-0.483, 3.465, 0.225], [-0.610, 2.046, -0.217], [0.130, 1.077, 0.294], [1.158, 1.481, 1.147], [1.243, 1.102, 2.416], [2.278, 1.518, 3.134], [0.029, 0.162, 3.202], [-1.547, 1.559, -1.171], [-2.558, 2.333, -1.772], [-3.456, 1.747, -2.615], [-3.350, 0.366, -2.852], [-2.363, -0.356, -2.249], [-1.447, 0.211, -1.415], [0.497, 3.873, -0.027], [-0.615, 3.543, 1.305], [-1.223, 4.096, -0.256], [1.945, 1.932, 0.696], [2.966, 2.167, 2.784], [2.385, 1.166, 4.072], [-2.614, 3.390, -1.559], [-4.235, 2.328, -3.087], [-4.043, -0.140, -3.509], [-2.261, -1.418, -2.404], [-0.103, -2.794, -1.817], [0.572, -2.340, -3.383], [0.367, -3.212, -4.434], [0.910, -2.891, -5.666], [1.642, -1.721, -5.814], [1.828, -0.874, -4.736], [2.754, 0.568, -4.962], [1.290, -1.156, -3.474], [1.567, -0.089, -2.105], [-0.201, -4.121, -4.288], [0.766, -3.551, -6.509], [2.074, -1.457, -6.769], [-0.160, -1.847, 1.747]],
  "forces_ev_per_angstrom": [[0.0, -0.1, -0.5], [0.0, 0.0, 0.0], [-0.1, 0.0, 0.0], [0.1, 0.1, -0.1], [0.0, 0.0, 0.0], [0.0, -0.1, 0.0], [0.0, 0.0, 0.0], [0.0, 0.0, 0.0], [0.0, 0.0, 0.0], [0.0, 0.0, 0.0], [0.0, 0.0, 0.0], [0.0, 0.0, 0.0], [0.0, 0.0, -0.1], [0.1, 0.0, 0.2], [0.0, 0.0, 0.0], [0.0, 0.0, 0.0], [0.0, 0.0, 0.0], [0.0, 0.0, -0.1], [0.0, 0.0, 0.0], [0.0, 0.0, 0.0], [0.0, 0.0, 0.0], [0.0, 0.0, 0.0], [0.0, 0.0, 0.0], [0.0, 0.0, 0.0], [-0.1, 0.1, 0.1], [0.1, 0.0, -0.1], [0.0, 0.0, 0.0], [0.0, 0.0, 0.0], [0.0, 0.0, 0.0], [0.0, 0.0, 0.0], [0.0, 0.0, 0.0], [0.0, 0.0, 0.0], [0.0, 0.0, 0.1], [0.0, 0.0, 0.0], [0.0, 0.0, 0.0], [0.0, 0.0, 0.0], [0.0, -0.1, 0.3]],
  "homo_energy_ev": [-9.740, -9.742],
  "total_charge": 1,
  "max_force_ev_per_a": 0.5,
  "e_above_lowest_kcal_mol": 0.00
}

---

(4)
{
  "formula": "C26H31ClN2O8Ta",
  "method": "ωB97M-V/def2-TZVPD",
  "species": ["Ta", "O", "C", "O", "C", "C", "C", "C", "C", "N", "C", "O", "O", "H", "H", "H", "H", "C", "C", "C", "C", "C", "C", "C", "C", "C", "C", "H", "H", "H", "H", "H", "H", "H", "H", "H", "H", "H", "H", "H", "H", "H", "C", "N", "C", "C", "C", "C", "C", "C", "C", "C", "H", "H", "H", "H", "H", "H", "H", "H", "H", "H", "H", "H", "O", "Cl", "O", "O", "O"],
  "coordinates": [[-0.036, 0.189, -0.413], [-0.175, 0.756, 3.883], [-0.351, 0.775, 2.588], [0.303, 0.095, 1.803], [-1.408, 1.635, 2.043], [-2.288, 2.431, 2.745], [-3.248, 3.132, 2.023], [-3.283, 3.009, 0.641], [-2.345, 2.201, 0.028], [-1.434, 1.522, 0.714], [-2.230, 1.948, -1.450], [-2.934, 2.438, -2.275], [-1.223, 1.102, -1.677], [0.551, 0.148, 4.104], [-2.221, 2.485, 3.823], [-3.965, 3.761, 2.532], [-4.008, 3.527, 0.028], [-2.413, -1.665, -0.839], [-1.655, -1.264, 0.401], [-0.890, -2.516, 0.733], [-1.154, -3.466, -0.195], [-2.094, -2.936, -1.172], [-2.598, -3.712, -2.344], [-0.660, -4.879, -0.172], [-0.103, -2.755, 1.987], [-2.660, -0.967, 1.514], [-3.484, -0.848, -1.498], [-3.461, -3.233, -2.804], [-2.883, -4.725, -2.058], [-1.824, -3.799, -3.112], [-1.226, -5.472, 0.552], [0.392, -4.936, 0.106], [-0.771, -5.356, -1.145], [-0.141, -3.812, 2.252], [-0.516, -2.202, 2.835], [0.949, -2.478, 1.887], [-3.291, -1.850, 1.645], [-3.324, -0.130, 1.287], [-2.197, -0.781, 2.487], [-3.821, -0.028, -0.862], [-4.362, -1.464, -1.698], [-3.169, -0.420, -2.452], [4.957, 0.653, -2.540], [3.668, 0.591, -1.828], [2.295, 1.614, -2.369], [3.814, 0.605, -0.338], [2.941, 1.632, 0.365], [3.716, 2.602, 1.025], [3.193, 3.729, 1.619], [1.829, 3.925, 1.515], [1.052, 2.951, 0.911], [1.530, 1.740, 0.354], [4.780, 0.547, -3.609], [5.615, -0.148, -2.202], [5.438, 1.611, -2.351], [2.540, 1.677, -3.434], [2.503, 2.522, -1.802], [3.230, -0.281, -2.106], [4.840, 0.913, -0.157], [3.714, -0.409, 0.037], [4.792, 2.473, 1.057], [3.841, 4.445, 2.105], [1.356, 4.822, 1.893], [0.004, 3.192, 0.867], [0.151, -1.341, -2.021], [1.506, -1.888, -1.640], [1.261, 0.910, -2.062], [1.481, -3.304, -1.538], [1.603, -1.243, -0.227]],
  "forces_ev_per_angstrom": [[1.3, 0.8, 0.0], [0.0, 0.1, 0.0], [0.1, -0.3, -0.1], [-0.1, -0.3, 0.2], [0.0, -0.1, 0.0], [0.0, 0.0, 0.0], [0.0, 0.0, 0.0], [0.0, 0.1, 0.0], [0.0, -0.1, -0.1], [-0.2, 0.1, 0.1], [0.3, -0.2, -0.1], [-0.1, 0.1, 0.0], [-0.3, 0.1, 0.0], [0.0, 0.0, 0.0], [0.0, 0.0, 0.0], [0.0, 0.0, 0.0], [0.0, 0.0, 0.0], [-0.1, 0.0, 0.1], [-0.1, -0.2, -0.4], [0.0, 0.0, 0.1], [-0.1, 0.0, 0.0], [0.0, 0.0, 0.1], [0.0, 0.0, 0.0], [0.0, 0.0, 0.0], [0.0, 0.0, -0.1], [0.0, 0.0, 0.1], [0.0, 0.0, 0.0], [0.0, 0.0, 0.0], [0.0, 0.0, 0.0], [0.0, 0.0, 0.0], [0.0, 0.0, 0.0], [0.0, 0.0, 0.0], [0.0, 0.0, 0.0], [0.0, 0.0, 0.0], [0.0, 0.0, 0.0], [0.0, 0.0, 0.0], [0.0, 0.0, 0.0], [0.0, 0.0, 0.0], [0.0, 0.0, 0.0], [0.0, 0.0, 0.0], [0.0, 0.0, 0.0], [0.0, 0.0, 0.0], [0.0, 0.3, -0.1], [-0.7, 0.3, -0.4], [1.0, -0.8, 0.4], [0.0, 0.1, 0.1], [0.1, 0.1, 0.2], [0.1, -0.1, -0.1], [-0.2, 0.1, 0.0], [0.2, 0.0, 0.0], [-0.1, -0.2, -0.2], [-0.4, 0.6, 0.4], [0.0, 0.0, 0.0], [0.0, 0.0, 0.0], [0.0, 0.0, 0.0], [-0.1, 0.0, 0.0], [0.0, 0.1, -0.1], [0.0, 0.0, 0.1], [0.1, -0.1, 0.0], [-0.2, 0.0, 0.0], [0.0, 0.0, 0.0], [0.0, 0.0, 0.0], [0.0, 0.0, 0.0], [0.0, 0.1, -0.1], [-0.2, -0.2, 0.4], [0.0, 0.1, -0.1], [-0.3, -0.3, -0.3], [0.1, -0.1, 0.1], [-0.3, 0.0, -0.3]],
  "homo_energy_ev": -9.856,
  "total_charge": 1,
  "max_force_ev_per_a": 1.5,
  "e_above_lowest_kcal_mol": 0.00
}